Here is a molecular structure, C54H67GeO2PPdSe from the Open Molecules 2025 dataset. Energies are from ωB97M-V with the def2-TZVPD basis set.

CARTESIAN COORDINATES (ANGSTROEM)
C: 0.073 -0.711 -3.953
C: -3.118 4.988 3.795
C: 1.936 -0.688 0.390
H: -2.573 -5.744 0.443
P: -0.942 -1.605 -2.755
C: -1.554 4.043 1.347
C: 1.360 -0.445 1.646
H: 2.886 -0.783 5.450
C: -1.754 -5.627 1.156
H: -1.501 4.075 -3.270
H: -0.529 3.240 5.270
H: -3.301 5.245 -0.329
C: 4.585 -2.156 -1.176
H: 1.563 -0.093 3.742
C: -3.649 -0.420 0.354
C: -1.010 1.961 0.250
H: -1.826 5.089 1.256
C: 1.292 -4.956 -3.119
C: -2.855 -0.819 -0.682
H: -1.047 1.677 3.675
C: -3.191 -3.095 2.403
H: 0.056 -2.628 3.338
H: -2.632 -1.751 -5.207
H: -3.239 -0.244 1.338
H: -3.195 5.209 -2.091
C: 0.386 -5.924 -3.539
C: -1.451 3.523 2.640
C: -3.454 -1.002 -1.975
C: -2.687 -1.380 -3.108
H: 4.192 0.191 6.129
H: -3.475 -3.756 3.224
H: -3.990 -3.098 1.662
H: 2.515 -0.988 -2.468
H: -3.857 4.184 3.805
H: 4.628 2.054 3.710
H: 5.889 0.132 -1.943
C: 0.481 0.582 -3.627
O: 1.222 -1.060 -0.650
C: -5.398 -0.920 -3.447
H: 0.404 5.079 -1.057
C: 1.223 1.315 -4.541
C: 0.865 -3.660 -2.892
C: -1.131 2.182 2.721
H: -2.425 -4.041 -3.634
H: -0.042 -3.324 -0.371
C: -0.641 5.390 -1.107
C: -0.685 5.571 3.848
Pd: -0.847 -0.945 -0.550
C: 2.092 -0.248 2.810
H: 3.722 -2.827 -1.190
H: -0.837 6.045 -0.257
H: -0.782 5.975 -2.020
C: -1.382 -4.293 -3.500
H: 2.332 -5.213 -2.966
C: 3.316 -0.291 -2.241
H: 5.133 -2.280 -2.113
H: 5.896 -1.212 5.032
H: -0.844 -6.018 0.698
C: 4.050 -0.409 1.498
C: -5.038 -0.200 0.173
H: -3.276 5.577 2.890
H: -2.250 2.821 5.233
H: 2.156 1.332 -6.470
H: 3.993 -0.245 -3.099
H: -1.653 -6.349 -4.047
H: 1.564 -2.902 -2.551
C: -0.057 -3.624 2.912
C: 1.175 -0.532 -6.083
C: 3.526 0.084 5.270
C: 1.569 0.760 -5.763
H: -3.698 3.762 -1.201
C: 3.471 -0.254 2.763
H: -3.087 -2.086 2.798
H: -0.848 6.223 4.710
H: 0.245 0.980 -2.645
C: -3.027 4.624 -1.183
C: 4.128 -0.701 -1.006
C: -4.840 -0.771 -2.154
H: -1.980 -6.223 2.041
Ge: -1.520 -3.735 1.619
H: -6.458 -0.738 -3.573
H: -0.778 6.179 2.946
H: 4.637 -2.218 4.296
C: -5.623 -0.372 -1.043
C: 5.363 0.219 -0.991
O: -0.821 1.195 -0.793
H: 5.131 -0.399 1.444
Se: -0.548 -0.404 1.774
H: -1.743 -3.397 -0.836
C: 5.241 1.159 3.833
H: 0.336 5.190 3.890
C: 5.246 -1.322 4.161
C: -1.040 -2.960 -0.127
C: -1.352 3.345 0.166
H: -1.858 2.504 -2.529
C: -1.564 4.162 -1.126
C: -1.537 3.646 5.163
H: 6.076 -0.027 -0.205
C: -1.270 3.414 -2.429
H: -1.718 4.316 6.005
C: 0.424 -1.271 -5.182
C: 3.350 -0.572 0.313
H: 1.454 -0.967 -7.034
H: -5.632 0.115 1.023
H: 2.860 0.692 -2.109
H: -5.072 -1.361 -5.504
C: -1.695 4.416 3.852
H: -3.303 5.637 4.654
C: -0.947 -5.594 -3.727
C: -0.477 -3.323 -3.088
H: 5.875 1.293 4.713
H: 5.061 1.260 -0.861
H: 5.892 1.077 2.961
H: 2.896 0.975 5.225
H: 0.125 -2.280 -5.431
H: -0.216 3.152 -2.486
H: 5.880 -1.476 3.286
H: 0.887 -3.899 2.440
C: -0.929 1.450 1.556
H: 5.235 -2.463 -0.354
H: 1.541 2.319 -4.291
H: -0.254 -4.324 3.726
C: -4.628 -1.269 -4.522
C: 4.355 -0.083 3.997
H: -6.683 -0.197 -1.181
H: 0.722 -6.937 -3.716
C: -3.248 -1.497 -4.352

Orbital gap, eV: 6.8
HOMO energy, eV: -7.21
Energy relative to the best compared isomer or geometry (same formula, charge and spin), eV: 0.000
Electronic energy, Eh: -7195.983328

Atom charges from the Mulliken analysis, given in e for atoms 1 to 6:
1 C 0.04
2 C -1.65
3 C -0.27
4 H 0.38
5 P 3.24
6 C -0.67

Here is a molecular structure, C54H70O18S5 from the Open Molecules 2025 dataset. Energies are from ωB97M-V with the def2-TZVPD basis set.

CARTESIAN COORDINATES (ANGSTROEM)
C: -0.478 -0.237 -0.248
C: -2.583 1.017 -4.322
H: -1.086 -3.373 1.156
C: 0.628 4.069 2.300
C: -2.110 1.092 -1.951
C: -2.628 0.411 -3.078
C: -3.174 0.895 1.268
H: 6.531 1.963 0.939
C: -0.270 -4.809 2.563
O: 3.122 -1.513 1.848
H: 1.009 1.153 -0.894
O: 0.002 -0.764 -2.309
O: -1.239 -2.198 -3.099
C: 4.339 0.387 -1.112
H: -1.692 -2.623 5.377
H: -2.382 1.897 4.361
H: -2.256 -2.503 -4.848
C: -1.315 -3.278 4.605
H: -0.084 1.887 -1.513
C: -3.548 2.119 0.722
S: 1.412 -0.776 -2.671
C: 4.509 2.547 0.576
C: 1.428 2.516 3.961
C: 0.457 0.768 -0.049
C: -1.443 2.841 -3.407
O: -7.539 0.131 -2.296
O: 1.862 0.270 -3.535
H: 1.702 -0.629 1.042
H: -7.527 1.989 0.273
H: -3.018 0.526 -5.180
H: -3.413 -2.036 -1.499
O: -2.340 -3.930 -2.003
C: 0.638 2.704 -1.490
C: 2.093 -4.695 0.870
H: -3.035 0.096 0.556
O: 3.377 0.451 3.149
C: 0.801 1.219 1.186
C: -3.107 3.252 2.858
O: -1.227 -2.080 -0.582
H: 0.011 3.596 -1.526
H: -2.565 0.022 3.164
H: -1.023 3.799 -3.673
C: -1.702 -3.075 -4.104
C: 1.051 -2.158 1.231
C: 2.983 -1.893 -1.063
H: -3.917 0.561 0.069
H: 3.477 -4.291 2.417
C: -2.743 1.991 3.348
O: 4.554 4.345 -4.288
C: 3.167 0.858 1.900
H: -2.260 -0.673 -1.261
H: -3.071 4.164 3.436
C: 2.608 -3.934 1.885
C: -1.102 -0.780 0.866
H: 0.335 -6.151 4.091
H: 2.447 1.669 1.798
C: -0.498 4.341 3.002
H: 1.541 2.005 1.228
H: -0.007 -2.528 -0.529
H: -4.753 -1.005 0.455
H: 2.223 1.850 4.264
S: -6.844 -0.106 -1.021
H: -4.007 2.096 -0.256
C: 0.153 0.712 2.282
C: 0.287 2.824 4.695
H: -1.271 -0.805 3.021
O: -5.195 -0.401 -1.326
O: 0.295 -3.794 -1.621
H: 3.156 3.488 -6.511
C: 5.611 1.723 0.426
O: 2.544 3.522 -2.936
H: 2.840 -2.053 0.006
S: 4.048 -1.055 3.136
H: -1.535 3.819 4.862
H: -1.826 -1.947 2.956
C: -0.744 -4.522 4.947
H: -1.718 2.752 -5.439
H: 2.465 2.890 -0.002
H: -0.732 -0.575 -1.241
H: -0.903 -3.633 -4.592
H: 0.561 -4.857 -0.655
C: -2.666 -4.026 -3.388
C: -0.712 3.587 4.203
H: 4.031 -1.696 -1.286
C: 5.498 0.631 -0.382
H: 0.186 -5.366 1.757
H: -3.673 -3.656 -3.579
H: 0.912 4.566 1.384
H: 0.727 -1.128 1.257
H: -4.058 4.148 1.159
C: 2.055 -2.666 2.021
H: 2.301 0.913 -1.423
H: 2.231 1.538 -2.352
C: 0.654 -2.990 0.190
C: -0.952 -3.689 2.180
H: -1.171 5.150 2.759
H: 2.505 -5.622 0.500
C: 1.605 3.189 2.747
H: -0.803 -4.826 5.981
H: 3.170 -3.669 -2.302
C: 1.674 2.441 -2.602
C: 3.339 2.271 -0.138
H: 1.722 2.764 -5.650
O: 2.345 -0.651 -1.263
H: -1.177 3.013 -1.360
H: 2.074 4.524 -5.546
H: -2.538 -5.077 -3.648
C: -0.163 -5.211 3.903
C: -3.065 -1.259 -0.818
C: 2.767 -0.400 1.100
H: 0.423 1.112 3.248
H: 4.618 3.452 1.156
H: -2.610 -1.732 0.052
C: -1.397 -2.893 3.253
C: 2.374 -2.998 -1.978
H: -2.238 0.552 -1.025
C: -3.530 3.274 1.508
C: 3.239 1.193 -0.966
H: 3.301 -0.637 0.180
H: -6.020 1.299 0.737
O: 3.757 -1.758 4.400
O: 5.453 -0.885 2.776
H: -3.285 -0.437 -2.950
C: -1.548 2.354 -2.131
H: 2.362 -2.093 2.884
S: 3.592 3.241 -4.233
H: 6.399 0.035 -0.378
H: 1.160 2.733 -0.533
O: -7.244 -1.213 -0.084
H: 4.253 -0.520 -1.693
H: -1.750 -1.625 0.685
C: 1.045 -4.276 0.116
O: 4.035 1.839 -4.373
C: -6.638 1.509 -0.136
H: 0.211 2.313 5.643
C: -1.878 2.186 -4.533
C: -4.219 -0.421 -0.295
S: -0.918 -3.007 -1.660
H: 4.118 1.312 1.619
C: -2.805 0.903 2.588
C: -0.796 -0.320 2.181
H: 2.450 2.931 2.127
H: 1.505 -3.532 -1.593
H: -6.207 2.323 -0.718
O: 1.944 -2.275 -3.069
C: 2.501 3.526 -5.641
H: 1.171 2.185 -3.534

Orbital gap, eV: 7.0
HOMO energy, eV: -6.97
Electronic energy, Eh: -5442.733796

Atom charges from the Mulliken analysis, given in e for atoms 1 to 6:
1 C 1.48
2 C -1.12
3 H 0.41
4 C -0.71
5 C 1.49
6 C -0.56

Here is 9 unconnected molecules or ions with the total composition C54H73ClN13O6 from the Open Molecules 2025 dataset. Energies are from ωB97M-V with the def2-TZVPD basis set.

CARTESIAN COORDINATES (ANGSTROEM)
H: -2.334 0.709 5.342
N: -0.100 -1.273 7.588
H: -2.692 -3.370 -2.540
H: -6.975 2.809 4.962
H: -2.314 3.117 1.972
C: -8.705 -3.736 -2.633
C: -8.723 1.597 7.498
H: -4.627 1.709 5.234
H: -5.125 -2.585 -0.277
H: 1.420 -2.398 -6.652
N: -2.547 1.624 5.696
H: 5.016 -5.426 -6.010
H: 6.516 -1.433 -6.764
H: 1.660 -2.235 -2.158
H: -0.222 -1.490 6.617
H: -6.505 0.418 5.548
C: -0.311 0.387 -5.821
H: 2.841 -1.068 -2.724
H: -3.027 -1.734 -0.070
C: 5.637 -8.301 1.882
C: 0.976 1.313 3.375
H: 4.884 -1.395 -4.868
H: -8.812 -3.013 -3.424
H: -0.179 3.595 -0.777
C: 0.606 -1.366 9.685
C: 5.203 -4.365 -5.968
H: -0.579 0.424 10.326
O: 2.929 -3.415 -0.335
H: -8.863 3.683 6.696
C: -3.344 -1.991 -1.105
H: 4.671 -4.193 0.582
H: -7.858 -0.459 7.462
H: 3.342 -5.312 0.286
H: 1.119 -1.680 10.579
C: 1.818 6.008 -3.038
H: -10.745 -4.241 -2.416
H: -7.426 -5.704 -0.324
Cl: 2.777 1.677 -2.511
H: -1.196 2.438 -1.708
H: -0.620 2.186 6.420
C: -0.950 -1.440 1.599
H: 4.390 -2.043 0.250
O: 1.261 2.737 1.382
N: 1.779 4.712 -3.481
C: -1.651 2.473 6.292
N: -0.092 0.484 -4.531
H: -0.024 -0.574 -7.744
N: -9.798 -4.378 -2.116
H: 3.986 8.118 -4.292
C: 6.654 -6.933 0.435
C: 4.101 10.117 -4.970
H: -0.344 -2.691 -2.840
C: -2.316 3.620 6.630
H: 5.078 -8.212 -0.154
C: 0.608 1.552 -0.668
C: 7.252 -6.754 1.654
C: -3.782 2.218 5.660
C: -7.470 2.287 5.764
C: 0.755 5.935 -5.019
N: 0.872 -0.285 -2.471
H: 6.699 -4.004 -7.593
C: 0.988 -1.580 -6.073
H: 6.826 -7.737 3.621
H: 1.008 3.725 -5.210
C: -2.186 -2.774 -1.751
H: 2.652 1.796 0.210
N: 4.155 9.084 -4.074
C: -7.596 -4.194 -1.972
C: 0.201 -0.597 -6.678
C: 4.394 11.274 -4.298
H: -0.932 1.152 -6.303
C: -7.939 0.550 7.093
H: 3.861 9.940 -6.005
H: -1.376 0.433 7.738
H: -1.138 0.136 -2.292
H: -1.621 -1.680 -3.458
N: -1.559 3.379 1.331
H: 2.161 3.920 -2.997
C: 0.681 -0.408 -3.961
C: -1.109 -1.964 -2.521
C: 6.084 -3.621 -6.796
H: 4.434 12.260 -4.730
N: 5.127 -2.236 -5.358
C: 6.605 -7.623 2.573
H: 1.255 -2.829 8.131
C: 0.696 -1.969 8.459
H: 4.927 -9.046 2.201
O: 3.080 2.085 2.605
C: -0.501 -0.680 -1.898
O: 0.183 0.516 0.203
C: 4.625 -3.485 -5.093
C: 1.710 2.352 0.100
C: 1.137 4.661 -4.691
C: 1.988 -1.189 -2.039
H: -1.659 -0.166 -0.196
H: -3.658 -1.103 -1.670
O: -1.663 -3.783 -0.890
H: 1.951 3.278 -0.449
H: 0.078 1.953 3.483
C: 4.471 9.571 -2.835
C: 1.898 2.071 2.408
C: 6.013 -2.313 -6.399
H: -6.580 -3.881 -2.153
C: -9.400 -5.235 -1.127
C: -3.670 3.458 6.229
H: 1.827 -2.247 -4.261
H: 0.511 1.826 -2.747
C: -8.038 -5.147 -1.016
H: -1.699 -4.634 -1.336
N: 5.675 -7.879 0.580
H: -9.432 1.575 8.309
H: 3.903 -3.638 -4.306
N: -1.182 -1.526 2.739
H: 1.428 1.269 4.372
H: 4.557 8.911 -1.987
C: 4.629 10.927 -2.942
H: 0.226 6.223 -5.912
H: 8.062 -6.075 1.865
C: 1.187 6.790 -3.970
H: 1.052 7.858 -3.908
C: 2.605 -1.077 -0.646
C: -0.614 2.582 -0.781
C: 1.087 1.149 -2.103
H: -10.119 -5.833 -0.592
H: 2.287 6.260 -2.101
C: -1.584 2.519 0.402
H: 1.958 -1.240 0.221
C: -0.615 -0.492 -0.377
C: -0.703 -0.234 8.250
C: -8.425 2.699 6.654
H: 6.841 -6.472 -0.521
N: -4.452 -2.950 -0.945
H: 4.173 -2.357 -1.548
C: 3.572 -4.280 0.602
H: 3.173 -4.175 1.626
H: 0.667 0.338 2.981
H: -4.108 -3.807 -0.521
C: -0.282 -0.265 9.552
H: 3.175 -0.154 -0.448
O: -0.430 -1.678 0.409
H: -4.470 4.171 6.347
H: 4.884 11.596 -2.137
C: 3.677 -2.211 -0.567
H: -2.358 1.729 0.419
N: -7.175 0.977 6.041
C: 1.215 -1.456 -4.691
H: -1.883 4.480 7.112

Orbital gap, eV: 6.1
HOMO energy, eV: -9.43
Electronic energy, Eh: -3724.447802
Total charge: +1

Atom charges from the Mulliken analysis, given in e for atoms 1 to 6:
1 H 0.18
2 N 0.08
3 H 0.92
4 H 0.42
5 H 0.32
6 C -0.76

Question: Among the records above, which one has the highest orbital gap?
Answer: C54H70O18S5

Question: Among the records above, which one has the lowest HOMO energy?
Answer: C54H73ClN13O6

Question: What is the orbital gap in the third record?
Answer: 6.1 eV

Question: Which of these has the lowest electronic energy?
Answer: C54H67GeO2PPdSe